one) Below is a single C5H9NO3 molecule, with properties calculated with ωB97M-V/def2-TZVPD.

Last columns: bonded neighbours and bond lengths (Å).
Positions of all 18 atoms, in Å:
1 N 0.81123 0.11104 -2.08197  C2 1.415, H10 1.010, H11 1.015
2 C 0.80673 -0.62057 -0.87073  N1 1.415, C3 1.409, H12 1.089
3 C 1.13061 0.03279 0.33491  C2 1.409, O4 1.353, C5 1.479
4 O 1.55352 -0.66936 1.41110  C3 1.353, H13 0.968
5 C 0.52258 1.34212 0.65741  C3 1.479, C6 1.553, H14 1.087, H15 1.088
6 C -0.90120 0.79884 0.95916  C5 1.553, C7 1.670, H16 1.088, H17 1.088
7 C -1.25460 -0.38567 -0.16304  C6 1.670, O8 1.221, O9 1.383
8 O -1.91934 -0.04863 -1.13014  C7 1.221
9 O -1.46887 -1.61583 0.43135  C7 1.383, H18 0.965
10 H 1.06560 -0.46125 -2.87434  N1 1.010
11 H -0.09333 0.54227 -2.24439  N1 1.015
12 H 1.15566 -1.64852 -0.95459  C2 1.089
13 H 1.63667 -1.60594 1.18064  O4 0.968
14 H 0.50112 1.98389 -0.21927  C5 1.087
15 H 0.99272 1.79261 1.52954  C5 1.088
16 H -1.63381 1.58458 0.78970  C6 1.088
17 H -0.96326 0.41276 1.97481  C6 1.088
18 H -1.94203 -1.54514 1.26985  O9 0.965

Values from the calculation:
SMILES = N/C=C(/O)CCC(=O)O

two) Below is 2 unconnected molecules or ions with the total composition C5H9NO3, with properties calculated with ωB97M-V/def2-TZVPD.

Last columns: bonded neighbours and bond lengths (Å).
Positions of all 18 atoms, in Å:
1 C 2.21101 1.48778 -0.60844  C2 1.341, H10 1.065, H11 1.109
2 C 1.53777 0.59946 0.13728  C1 1.341, N6 1.439
3 C -2.49632 -0.68830 -0.50830  C4 1.517, H12 1.088, H13 0.979, H14 1.003
4 C -0.98163 -0.67634 -0.58418  C3 1.517, C5 1.505, H15 1.118, H16 1.024
5 C -0.51902 0.52021 0.20369  C4 1.505, O9 1.365, H17 1.012
6 N 2.19348 -0.43764 0.88834  C2 1.439, O7 1.234, O8 1.215
7 O 1.60968 -1.16145 1.69941  N6 1.234
8 O 3.37122 -0.58938 0.63236  N6 1.215
9 O -0.79185 0.63506 1.53651  C5 1.365, H18 0.955
10 H 3.27328 1.49742 -0.53568  C1 1.065
11 H 1.77382 2.02776 -1.47228  C1 1.109
12 H -2.87646 -1.57479 -1.01274  C3 1.088
13 H -2.73926 -0.70262 0.43977  C3 0.979
14 H -2.88210 0.13208 -0.93841  C3 1.003
15 H -0.61733 -1.55790 -0.00155  C4 1.118
16 H -0.67040 -0.68379 -1.55968  C4 1.024
17 H -0.78423 1.40680 -0.20521  C5 1.012
18 H -0.61166 -0.23437 1.88909  O9 0.955

three) Below is a single C5H9NO3 molecule, with properties calculated with ωB97M-V/def2-TZVPD.

Last columns: bonded neighbours and bond lengths (Å).
Positions of all 18 atoms, in Å:
1 H -0.34261 -2.30186 -0.66940  N2 1.021
2 N 0.36042 -2.10972 0.04536  H1 1.021, C3 1.259
3 C 0.66050 -0.89309 0.16760  N2 1.259, C4 1.495, C5 1.824
4 C 1.62487 -0.45625 1.22338  C3 1.495, H11 1.092, H12 1.088, H13 1.090
5 C 0.50163 0.31956 -1.18557  C3 1.824, O6 1.327, C7 1.543, H14 1.094
6 O 1.05134 1.47441 -0.83044  C5 1.327, H15 1.211
7 C -1.03880 0.37896 -1.24862  C5 1.543, C8 1.497, H16 1.088, H17 1.094
8 C -1.33569 0.62915 0.19665  C7 1.497, O9 1.263, O10 1.326
9 O -0.79769 1.60608 0.78944  C8 1.263
10 O -2.31034 -0.07876 0.75128  C8 1.326, H18 0.971
11 H 1.17808 0.32067 1.84646  C4 1.092
12 H 1.91258 -1.30390 1.84244  C4 1.088
13 H 2.50942 -0.02001 0.75863  C4 1.090
14 H 0.99181 -0.21179 -2.00612  C5 1.094
15 H 0.33403 1.80835 0.08624  O6 1.211
16 H -1.49411 -0.55431 -1.57298  C7 1.088
17 H -1.37891 1.21002 -1.87385  C7 1.094
18 H -2.42652 0.18250 1.67950  O10 0.971

Values from the calculation:
SMILES = [H]/N=C(/C)[C@H](O)CC(=O)O

The winner here is three), beating the second structure by 0.408 eV.